{"formula": "C2H4NO4P", "method": "the ωB97M-V functional and the def2-TZVPD basis", "symbols": ["C", "C", "N", "O", "O", "O", "O", "P", "H", "H", "H", "H"], "positions_angstrom": [[2.357, -2.911, 0.423], [5.203, 0.081, 0.665], [5.513, 0.562, -0.349], [-7.137, 3.804, 1.115], [-7.166, 1.743, -0.258], [5.913, 1.164, -1.409], [-7.061, 4.006, -1.463], [-7.117, 3.196, -0.226], [1.728, -3.501, -0.212], [2.877, -2.174, -0.206], [3.081, -3.570, 0.676], [1.806, -2.401, 1.244]], "atomic_forces_ev_per_a": [[-1.585, 2.506, -1.100], [-0.297, -0.487, 0.538], [0.599, 0.836, -0.875], [-0.010, 0.994, 0.614], [-0.082, -2.071, -0.635], [-0.246, -0.386, 0.326], [-0.014, 0.177, -0.145], [0.027, 0.917, 0.165], [-0.947, -0.031, -0.366], [-0.377, 0.065, 0.302], [2.361, -1.899, 1.723], [0.572, -0.621, -0.547]], "nbo_charge": [-0.848, -0.225, -0.106, -1.146, -1.144, -0.665, -1.136, 2.425, 0.187, 0.242, 0.200, 0.215], "total_charge": -2, "e_above_lowest_kj_mol": 84.7, "max_force_ev_per_a": 3.49}